Computed, not measured: a 11-piece molecular cluster, C13H48O11 overall, with ωB97M-V with the def2-TZVPD basis set.

```
! wB97M-V def2-TZVPD RIJCOSX def2/J DEFGRID3
* xyz 0 1
O -16.0150 -1.1150 -26.7850
O -12.2700 0.7150 -26.6250
O -16.2050 3.1380 -25.9470
O -19.3570 3.7690 -23.8930
O -16.1570 0.8070 -24.7740
O -14.9330 7.5270 -25.9080
O -20.9490 -0.0680 -25.1020
O -14.0820 4.6210 -27.2010
O -16.5670 5.9610 -28.2990
O -14.0210 3.6290 -22.8220
O -19.4310 7.7750 -26.2610
C -16.4170 4.0920 -22.7460
C -16.2370 -0.3040 -27.9380
C -13.0060 1.0270 -25.5140
C -17.4040 3.0570 -26.6670
C -20.0770 2.6160 -23.3660
C -16.6730 7.3360 -28.7620
C -16.0430 6.8870 -25.2720
C -16.4840 0.4840 -23.4460
C -14.9910 4.6180 -23.0600
C -19.6370 -0.3140 -25.5690
C -12.2670 0.9740 -24.2470
C -13.9810 3.7740 -28.3540
C -19.2320 6.4430 -26.2460
H -13.2220 5.0790 -27.0930
H -15.6940 -0.5440 -26.0800
H -16.0840 7.3750 -29.6570
H -13.5050 1.9620 -25.5330
H -18.5790 6.2000 -27.1610
H -20.1700 5.9450 -26.3180
H -16.3920 1.6390 -25.0090
H -19.5590 -0.8310 -26.5150
H -16.2020 -0.9130 -28.8580
H -16.3060 3.6740 -21.7070
H -19.6150 1.6660 -23.4950
H -15.8110 6.9660 -24.2070
H -18.5820 8.1060 -26.2850
H -18.9510 -0.8350 -24.7820
H -15.5350 3.5190 -26.5030
H -14.8680 3.6270 -28.9980
H -20.3200 2.7880 -22.2970
H -12.8710 0.5260 -27.3790
H -21.0740 2.4300 -23.8590
H -11.8150 -0.0160 -24.0860
H -13.8390 2.7290 -28.0650
H -14.0830 7.3310 -25.5250
H -18.8320 6.0350 -25.3030
H -13.7980 0.3260 -25.3780
H -17.9390 3.9470 -26.5040
H -12.9840 1.1380 -23.3820
H -21.2460 0.7940 -25.4130
H -17.5870 0.3500 -23.3040
H -17.1450 4.8110 -22.8320
H -16.8050 3.3470 -23.3910
H -19.1180 0.6380 -25.8030
H -15.7190 5.7970 -27.8450
H -17.2710 3.0570 -27.7410
H -16.0380 1.1920 -22.7780
H -19.9570 4.4770 -23.8310
H -18.0150 2.2340 -26.2430
H -14.8550 4.6120 -24.1780
H -16.1530 -0.5200 -23.2480
H -11.3740 1.6750 -24.2500
H -14.1360 3.2160 -21.9760
H -16.8980 7.4930 -25.5690
H -13.0740 3.9940 -28.9860
H -15.5440 0.4540 -28.0120
H -16.2240 7.9740 -27.9460
H -15.9870 5.8960 -25.6840
H -14.6400 5.5330 -22.6720
H -17.2040 0.2350 -27.8660
H -17.7570 7.6270 -28.9050
*
```

Output
Frontier orbital gap ... 9.976 eV
ΔE to the lowest compared entry with this formula, charge and spin ... 3.191 eV


Computed, not measured: C26H47Cl2IrP as an isolated structure, with ωB97M-V with the def2-TZVPD basis set.

```
! wB97M-V def2-TZVPD RIJCOSX def2/J DEFGRID3
* xyz -1 5
Ir -0.4791 -2.0445 0.7526
Cl -1.6904 -4.8772 0.9739
Cl 1.2873 -3.1060 -0.4331
P 0.4821 -0.1309 -0.1993
C -4.1125 -2.2857 2.6136
C 4.9751 1.0972 0.9198
C 4.7110 0.3772 -0.4087
C 3.2476 0.4500 -0.8630
C 2.3073 0.0042 0.2626
C -0.9220 -1.9862 -3.6332
C 0.5762 0.5282 -3.0811
C 0.6296 -0.1266 -4.4697
C -2.3147 -1.2677 1.0102
C -0.5947 -1.0056 -4.7648
C 0.3626 -0.5528 -2.0299
C 0.1870 4.1504 -0.2533
C 2.5170 0.8294 1.5346
C -0.1669 1.6477 -0.0147
C -0.9615 -1.2874 -2.2720
C 0.7211 2.7546 -0.6049
C -1.2845 4.3462 -0.6378
C -3.5803 -2.0812 1.1841
C -1.6736 -0.5644 2.2222
C 3.9678 0.7378 2.0172
C -2.1725 3.1892 -0.1687
C -3.0408 -2.1803 3.6999
C -0.5881 -3.7849 1.8160
C -2.2328 -0.8625 3.5678
C 0.4386 -1.2158 2.4226
C -1.5961 1.8177 -0.5390
H 2.5573 -1.0453 0.4906
H 2.2645 1.8848 1.3546
H -3.4742 -3.0639 0.7077
H 0.2623 -0.5457 3.3048
H -4.3824 -1.5864 0.6209
H -1.1420 -2.0319 -1.4674
H 4.1042 1.3902 2.8839
H -1.4316 -0.9020 4.3171
H -1.3626 4.4383 -1.7322
H -1.6079 1.6968 -1.6335
H 4.9456 2.1858 0.7499
H -1.8796 -2.4806 -3.8192
H -0.4365 -1.5567 -5.6944
H -2.2814 3.2391 0.9252
H -0.9232 -3.6886 2.8502
H -3.5060 -2.2297 4.7025
H 5.3551 0.7861 -1.1912
H 1.4413 -1.6529 2.5857
H 4.9780 -0.6860 -0.2950
H -4.6191 -3.2590 2.6994
H 1.5339 -0.7545 -4.5208
H 4.1597 -0.2930 2.3557
H -2.9047 -0.0372 3.8843
H -1.3808 0.4716 2.0330
H -2.3773 -3.0501 3.6362
H -3.1754 3.2847 -0.5978
H 5.9866 0.8644 1.2630
H -2.2569 1.0477 -0.1300
H -4.8791 -1.5252 2.8270
H -1.6525 5.2859 -0.2158
H 0.7568 2.6498 -1.6998
H -1.7917 -0.5614 -2.2496
H -2.4744 -0.5998 0.1715
H 0.4086 -4.2559 1.7868
H -0.2537 1.2518 -3.0538
H -0.1761 1.7776 1.0812
H 3.0169 1.4841 -1.1654
H 0.8073 4.9076 -0.7443
H 0.7299 0.6484 -5.2342
H 3.1121 -0.1804 -1.7511
H -1.4665 -0.3517 -4.9277
H 1.5051 1.0880 -2.9069
H 1.7548 2.6776 -0.2519
H 1.8401 0.4743 2.3198
H 0.2940 4.2999 0.8327
H -0.1521 -2.7742 -3.5925
H 1.1734 -1.2926 -2.1329
*
```

Output
Frontier orbital gap (spin up / spin down) ... 4.191 / 6.401 eV
ΔE to the lowest compared entry with this formula, charge and spin ... 0.000 eV


Computed, not measured: C20H30F3O16V as an isolated structure, with ωB97M-V with the def2-TZVPD basis set.

```
! wB97M-V def2-TZVPD RIJCOSX def2/J DEFGRID3
* xyz 0 1
V 0.5481 -1.2765 -0.8682
F -2.7407 -2.4769 -3.0453
F -1.6361 -4.1636 -3.9122
F -2.1348 -2.4278 -5.1520
O 2.9242 -1.4586 4.2904
O -3.4418 -2.8842 0.2408
O -1.0115 0.8905 2.6762
O 1.0895 1.3158 2.1818
O 1.0260 -0.6721 5.2056
O -0.2731 0.5799 0.5796
O 1.8152 3.9173 -5.9239
O -0.5951 -0.8846 -3.0117
O 1.1041 -1.9100 0.4721
O 0.2749 -2.8003 -2.4614
O 1.5892 -0.2205 -1.4295
O 1.1160 -2.6912 4.2395
O 1.5488 3.4600 -3.7444
O -3.4636 -0.7882 -0.4231
O -1.5155 -1.8205 -0.1775
O 2.9197 5.0758 -4.3311
C 2.0773 -3.4894 3.5726
C -1.7416 -2.8075 -3.9182
C 4.6421 -3.0345 3.8355
C 2.0804 4.1392 -4.7826
C 1.8042 4.1438 -2.5257
C -2.7079 -1.8453 -0.1098
C 1.6499 -1.5430 4.6510
C 1.0606 3.5134 3.1708
C -0.5079 1.5728 3.8173
C -4.8487 -1.1656 -0.4148
C -4.8246 -2.6637 -0.1263
C 3.2861 -2.5376 3.3700
C -5.6953 -3.1331 1.0122
C -0.9470 0.1558 -3.9126
C -0.1004 0.9178 1.7152
C 0.9082 2.0147 3.4232
C -1.2644 1.3768 -3.0782
C 2.9822 5.0522 -2.9062
C -0.3727 -2.1938 -3.4841
C 2.1232 3.1737 -1.4180
H -5.5040 -4.1701 1.2991
H -5.4288 -2.5681 1.9093
H 2.2785 -4.3171 4.2660
H 0.5464 4.0777 3.9517
H 5.1328 -3.6450 3.0761
H -4.9710 -3.2911 -1.0058
H -5.2664 -0.8833 -1.3788
H -0.3375 1.6764 -2.5811
H -1.9479 1.1592 -2.2538
H -1.6575 2.2179 -3.6450
H 2.8829 6.0709 -2.5376
H 4.5214 -3.5671 4.7759
H -6.7690 -3.1134 0.8330
H -0.1303 0.3579 -4.6128
H -0.4411 0.9007 4.6721
H 3.9297 4.6398 -2.5545
H 5.3149 -2.1889 3.9770
H -5.3417 -0.5690 0.3534
H 2.8697 2.4596 -1.7790
H -1.8022 -0.1046 -4.5424
H 0.6784 3.7649 2.1835
H 1.7436 -3.9421 2.6409
H 1.6371 1.6153 4.1254
H -1.0616 2.4448 4.1667
H 2.5728 3.6903 -0.5679
H 3.2197 -2.0505 2.3998
H 1.2911 2.5464 -1.1069
H 0.9169 4.7226 -2.2442
H 2.1041 3.8162 3.2591
H 0.2716 -2.1605 -4.3760
*
```

Output
Frontier orbital gap ... 9.072 eV
ΔE to the lowest compared entry with this formula, charge and spin ... 0.983 eV


Computed, not measured: a 2-piece molecular cluster, C5H7ClFNS overall, with ωB97M-V with the def2-TZVPD basis set.

```
! wB97M-V def2-TZVPD RIJCOSX def2/J DEFGRID3
* xyz 0 1
Cl -2.7572 -1.1231 -0.4493
S 1.9319 -0.0610 -0.5956
F -0.6609 -0.1757 0.6959
N 3.3484 -0.0517 0.3576
C -2.4445 2.5650 -0.1705
C -2.2492 1.4323 0.1794
C -1.9995 0.0706 0.6422
C 1.0138 -1.2927 0.3379
C 4.2860 0.7299 0.0060
H 0.8471 -0.9547 1.3633
H 4.2519 1.3970 -0.8628
H 1.5418 -2.2471 0.3417
H -2.4243 -0.1024 1.6325
H -2.6270 3.5678 -0.4942
H 0.0492 -1.4171 -0.1620
H 5.1914 0.7371 0.6119
*
```

Output
Frontier orbital gap ... 9.018 eV
ΔE to the lowest compared entry with this formula, charge and spin ... 0.000 eV